Entry 1:
Formula: C10H16N2O2S
Source: OMol25
Level of theory: ωB97M-V/def2-TZVPD

As for the structure (SMILES): COC[C@H](C)Nc1nc(C)c(C(C)=O)s1. The orbital gap comes out at 8.681 eV. The value obtained for the LUMO energy is 0.53 eV. For the energy above the lowest of the compared OMol25 structures with the same formula, charge and spin, the calculation gives 58.53 kJ/mol. Its total charge is 0. As for the spin multiplicity: 1.

Last column: Mulliken charge in e.
Element x y z (Å)
C1 -3.514 -1.568 -0.395  -0.660
O1 -3.716 -0.288 -0.945  -0.368
C2 -2.557 0.499 -1.037  -0.740
C3 -2.098 1.088 0.317  0.413
C4 -3.145 2.035 0.883  -1.583
N1 -0.837 1.782 0.163  -0.191
C5 0.325 1.113 0.086  0.339
N2 0.456 -0.154 0.349  -0.333
C6 1.738 -0.570 0.251  0.083
C7 1.998 -2.010 0.533  -1.395
C8 2.648 0.402 -0.106  0.488
C9 4.079 0.436 -0.329  0.807
C10 4.852 -0.850 -0.155  -1.227
O2 4.630 1.474 -0.645  -0.623
S1 1.813 1.936 -0.328  -0.276
H1 -2.699 -2.092 -0.906  0.293
H2 -4.445 -2.112 -0.542  0.261
H3 -3.288 -1.526 0.676  0.269
H4 -1.727 -0.082 -1.465  0.416
H5 -2.812 1.315 -1.721  0.327
H6 -1.908 0.264 1.010  0.340
H7 -2.859 2.377 1.874  0.413
H8 -3.265 2.898 0.232  0.377
H9 -4.099 1.519 0.945  0.358
H10 -0.863 2.716 -0.216  0.326
H11 1.051 -2.485 0.775  0.339
H12 2.677 -2.128 1.374  0.301
H13 2.433 -2.507 -0.333  0.305
H14 5.903 -0.652 -0.350  0.337
H15 4.492 -1.603 -0.852  0.300
H16 4.737 -1.227 0.857  0.305

Forces on the atoms, in the same order (eV/Å):
C 0.0 -0.1 0.0
O -0.2 0.1 0.0
C 0.3 0.1 0.2
C -0.5 -0.3 -0.1
C 0.2 -0.3 0.0
N -0.3 0.3 -0.2
C 1.1 0.6 -0.2
N -0.9 -0.4 0.2
C 0.8 0.4 -0.2
C 0.0 -0.1 0.0
C -0.7 0.3 0.0
C 0.2 -0.4 0.0
C 0.2 0.2 -0.1
O 0.1 0.1 0.0
S -0.3 -0.5 0.2
H 0.0 0.0 0.0
H 0.1 -0.1 0.1
H 0.0 0.0 0.0
H -0.1 0.1 0.0
H 0.1 0.0 0.0
H -0.1 0.1 -0.1
H 0.0 0.1 0.1
H -0.1 0.1 -0.1
H -0.1 0.0 0.0
H 0.0 0.0 0.1
H 0.0 0.0 0.0
H 0.0 -0.1 0.0
H 0.0 -0.1 0.0
H 0.0 0.0 0.0
H 0.0 -0.1 0.0
H 0.0 -0.1 0.1


Entry 2:
Formula: C4H7IN
Source: OMol25
Level of theory: ωB97M-V/def2-TZVPD

The orbital gap (spin up / spin down) comes out at 7.295 / 7.227 eV. The value obtained for the LUMO energy (spin up / spin down) is -6.01 / -6.12 eV. For the energy above the lowest of the compared OMol25 structures with the same formula, charge and spin, the calculation gives 522.40 kJ/mol. Its total charge is +1. As for the spin multiplicity: 1.

Last column: Mulliken charge in e.
Element x y z (Å)
C1 0.327 -0.314 -1.325  -0.702
C2 2.023 0.388 -0.007  -0.161
C3 -1.701 -0.074 0.089  -1.112
C4 -0.390 0.267 0.767  -0.268
N1 0.740 0.116 -0.141  0.402
I1 0.503 -2.185 -2.047  0.515
H1 2.317 1.130 0.889  0.279
H2 2.703 0.279 -0.851  0.293
H3 -1.514 -1.113 -0.341  0.251
H4 -2.459 -0.212 0.877  0.367
H5 -1.873 0.631 -0.702  0.414
H6 -0.058 -0.263 1.623  0.429
H7 -0.617 1.349 1.170  0.292

Forces on the atoms, in the same order (eV/Å):
C -1.4 -0.7 -2.8
C -0.5 2.7 2.8
C 1.0 -3.0 0.4
C -1.3 3.6 1.7
N 3.0 0.2 0.0
I 0.5 0.3 0.3
H -0.7 -2.1 -2.1
H -0.2 -0.4 0.3
H -1.0 1.2 0.3
H 0.1 0.5 -0.6
H -0.7 0.2 -0.1
H -0.4 -1.0 0.8
H 1.5 -1.6 -1.0


Entry 3:
Formula: C28H28N4O5
Source: OMol25
Level of theory: ωB97M-V/def2-TZVPD

As for the structure (SMILES): COc1ccc(Cn2c(=O)[nH]c3cc(C(=O)N4CCN(c5ccccc5OC)CC4)ccc3c2=O)cc1. The orbital gap comes out at 8.510 eV. The value obtained for the LUMO energy is 0.16 eV. For the energy above the lowest of the compared OMol25 structures with the same formula, charge and spin, the calculation gives 33.64 kJ/mol. Its total charge is 0. As for the spin multiplicity: 1.

Last column: Mulliken charge in e.
Element x y z (Å)
C1 -9.334 -1.480 -2.298  -0.840
O1 -8.820 -0.260 -1.821  -0.450
C2 -7.863 -0.291 -0.852  0.896
C3 -7.402 0.952 -0.414  -0.709
C4 -6.439 1.034 0.568  -0.271
C5 -5.913 -0.120 1.139  0.490
C6 -4.840 -0.031 2.192  -2.027
N1 -3.511 0.025 1.574  0.164
C7 -2.892 -1.183 1.326  0.382
O2 -3.375 -2.251 1.624  -0.660
N2 -1.658 -1.106 0.727  -0.114
C8 -1.036 0.059 0.357  0.185
C9 0.214 0.056 -0.258  -0.857
C10 0.814 1.252 -0.608  0.273
C11 2.117 1.241 -1.356  0.048
O3 2.178 0.780 -2.483  -0.659
N3 3.167 1.816 -0.740  0.304
C12 3.225 2.101 0.673  -0.876
C13 4.156 1.097 1.361  -0.550
N4 5.445 1.006 0.690  0.136
C14 5.990 -0.292 0.506  0.077
C15 7.303 -0.477 0.912  -0.265
C16 7.936 -1.701 0.780  -0.713
C17 7.239 -2.767 0.246  -0.660
C18 5.930 -2.605 -0.176  -0.764
C19 5.297 -1.372 -0.071  0.603
O4 4.025 -1.136 -0.516  -0.053
C20 3.431 -2.075 -1.382  -1.150
C21 5.600 1.914 -0.424  -1.075
C22 4.448 1.823 -1.433  -0.585
C23 0.159 2.464 -0.365  0.058
C24 -1.077 2.470 0.241  -1.111
C25 -1.684 1.271 0.615  0.697
C26 -2.997 1.278 1.267  0.645
O5 -3.605 2.289 1.543  -0.680
C27 -6.364 -1.353 0.695  -0.689
C28 -7.332 -1.447 -0.290  -0.398
H1 -9.815 -2.053 -1.499  0.337
H2 -10.077 -1.213 -3.048  0.240
H3 -8.554 -2.090 -2.765  0.335
H4 -7.819 1.840 -0.862  0.420
H5 -6.083 1.999 0.896  0.428
H6 -4.953 0.883 2.779  0.575
H7 -4.860 -0.909 2.838  0.600
H8 -1.209 -1.992 0.538  0.263
H9 0.714 -0.879 -0.459  0.359
H10 3.589 3.122 0.821  0.268
H11 2.228 2.026 1.107  0.496
H12 3.667 0.118 1.384  0.273
H13 4.323 1.417 2.400  0.409
H14 7.823 0.369 1.335  0.452
H15 8.959 -1.820 1.099  0.389
H16 7.709 -3.734 0.149  0.406
H17 5.407 -3.450 -0.597  0.414
H18 3.060 -2.948 -0.833  0.271
H19 2.602 -1.554 -1.860  0.357
H20 4.130 -2.403 -2.156  0.498
H21 6.540 1.684 -0.929  0.475
H22 5.673 2.934 -0.032  0.311
H23 4.483 2.670 -2.128  0.499
H24 4.515 0.903 -2.020  0.342
H25 0.628 3.390 -0.661  0.515
H26 -1.604 3.390 0.443  0.489
H27 -5.948 -2.255 1.120  0.401
H28 -7.662 -2.423 -0.608  0.377

Forces on the atoms, in the same order (eV/Å):
C -0.1 -0.2 -0.1
O 0.2 0.3 0.2
C 0.1 0.1 0.1
C -0.1 -0.1 -0.2
C -0.1 -0.1 0.0
C 0.0 -0.1 0.1
C -0.2 0.0 0.1
N -0.1 0.1 0.2
C 0.4 -0.1 -0.1
O -0.2 -0.2 0.1
N 0.1 -0.3 -0.1
C -0.1 0.6 0.0
C 0.1 0.1 0.0
C -0.4 -0.1 0.0
C 0.0 0.1 0.1
O -0.1 -0.2 -0.2
N 0.1 0.1 -0.1
C 0.1 -0.1 0.4
C -0.2 0.1 0.5
N -0.2 -0.2 -0.2
C 0.1 0.0 0.1
C -0.1 -0.2 -0.1
C 0.1 -0.1 0.0
C 0.1 0.0 0.0
C -0.3 -0.1 -0.1
C 0.0 0.1 0.0
O 0.4 0.3 0.3
C -0.2 -0.2 -0.2
C -0.2 0.3 -0.2
C 0.3 -0.1 -0.3
C 0.1 0.0 0.0
C -0.1 -0.2 0.0
C 0.4 -0.1 -0.2
C 0.1 0.0 0.0
O 0.0 0.1 0.0
C 0.1 0.2 0.1
C -0.3 -0.1 -0.3
H 0.0 0.0 0.0
H 0.0 -0.1 0.0
H 0.0 0.0 0.0
H -0.1 0.1 -0.1
H 0.0 0.1 0.0
H 0.0 -0.2 0.0
H 0.0 0.2 -0.1
H -0.2 0.1 0.1
H 0.1 -0.1 -0.1
H -0.1 0.0 0.0
H 0.2 0.1 0.0
H 0.0 0.1 0.0
H -0.2 0.0 0.0
H 0.0 0.1 0.1
H 0.1 0.0 0.0
H 0.0 -0.1 0.0
H -0.1 0.0 0.0
H 0.1 0.0 0.0
H 0.1 -0.1 0.0
H 0.0 0.0 0.0
H -0.1 0.1 0.0
H 0.1 0.0 -0.1
H 0.1 -0.1 0.0
H 0.0 0.1 0.1
H 0.1 0.1 0.0
H -0.1 0.1 0.0
H 0.0 -0.1 0.1
H -0.1 -0.1 -0.1


Entry 4:
Formula: C3H8NOP
Source: OMol25
Level of theory: ωB97M-V/def2-TZVPD

As for the structure (SMILES): C[C@@H]1CN1PO. The orbital gap comes out at 9.754 eV. The value obtained for the LUMO energy is 1.04 eV. For the energy above the lowest of the compared OMol25 structures with the same formula, charge and spin, the calculation gives 135.05 kJ/mol. Its total charge is 0. As for the spin multiplicity: 1.

Last column: Mulliken charge in e.
Element x y z (Å)
C1 -1.878 0.573 0.238  -1.388
C2 -0.715 0.144 -0.599  0.076
C3 -0.240 -1.213 -0.443  -0.457
N1 0.569 -0.169 0.152  -0.297
P1 2.119 0.462 -0.461  0.138
O1 3.101 -0.192 0.680  -0.488
H1 -1.934 -0.091 1.090  0.324
H2 -2.724 0.450 -0.278  0.425
H3 -1.742 1.538 0.587  0.310
H4 -0.726 0.458 -1.621  0.463
H5 -0.693 -1.794 0.317  0.280
H6 0.126 -1.616 -1.441  0.254
H7 1.918 1.647 0.219  0.033
H8 2.816 -0.198 1.558  0.329

Forces on the atoms, in the same order (eV/Å):
C 3.2 -1.3 1.3
C 0.1 -0.1 1.3
C 1.7 -0.6 -2.2
N -0.2 1.4 -1.0
P -0.9 -1.4 0.8
O 1.2 -0.4 -2.7
H 0.0 -0.1 0.4
H -3.5 -0.1 -2.1
H 0.0 2.1 0.6
H 0.5 0.7 -0.5
H -0.4 -1.1 0.2
H -0.4 -0.3 1.6
H -0.3 1.0 0.0
H -1.0 0.2 2.2


Entry 5:
Formula: C19H15ClN2O7
Source: OMol25
Level of theory: ωB97M-V/def2-TZVPD

As for the structure (SMILES): O=C(CN1C(=O)[C@@H]2[C@H](C1=O)[C@H]1C=C[C@@H]2C1)OCC(=O)c1ccc(Cl)c([N+](=O)[O-])c1. The orbital gap comes out at 8.344 eV. The value obtained for the LUMO energy is -1.14 eV. For the energy above the lowest of the compared OMol25 structures with the same formula, charge and spin, the calculation gives 23.47 kJ/mol. Its total charge is 0. As for the spin multiplicity: 1.

Last column: Mulliken charge in e.
Element x y z (Å)
O1 -0.191 -1.773 1.607  -0.571
C1 0.815 -1.101 1.488  0.637
C2 0.724 0.338 1.877  -0.924
N1 -0.634 0.922 1.783  0.245
C3 -1.378 0.940 0.619  -0.117
O2 -0.996 0.667 -0.508  -0.651
C4 -2.812 1.340 0.879  0.132
C5 -2.898 1.439 2.403  0.109
C6 -1.470 1.060 2.827  0.007
O3 -1.100 0.961 4.013  -0.681
C7 -4.071 0.483 2.713  0.097
C8 -5.313 1.136 2.172  -0.762
C9 -5.247 0.987 0.798  -0.743
C10 -3.928 0.299 0.513  -0.103
C11 -3.856 -0.663 1.717  -0.894
O4 2.011 -1.550 1.063  -0.272
C12 2.163 -2.979 0.879  -0.575
C13 3.580 -3.427 0.550  0.304
O5 3.963 -4.501 1.016  -0.575
C14 4.433 -2.649 -0.355  0.209
C15 5.812 -2.862 -0.362  -0.693
C16 6.677 -2.046 -1.092  -0.525
C17 6.183 -1.057 -1.926  0.309
Cl1 7.398 -0.168 -2.836  -0.145
C18 4.800 -0.864 -2.004  0.323
N2 4.273 0.177 -2.793  0.834
O6 3.256 0.761 -2.365  -0.537
O7 4.800 0.502 -3.854  -0.532
C19 3.934 -1.636 -1.220  -0.349
H1 1.418 0.853 1.240  0.387
H2 1.140 0.431 2.925  0.388
H3 -2.959 2.285 0.344  0.445
H4 -3.066 2.469 2.744  0.453
H5 -4.149 0.190 3.791  0.496
H6 -6.131 1.559 2.717  0.493
H7 -5.981 1.306 0.067  0.459
H8 -3.806 -0.204 -0.447  0.529
H9 -2.948 -1.205 1.797  0.354
H10 -4.682 -1.379 1.836  0.303
H11 1.805 -3.465 1.827  0.452
H12 1.479 -3.333 0.108  0.377
H13 6.228 -3.630 0.270  0.483
H14 7.751 -2.230 -1.100  0.399
H15 2.873 -1.446 -1.294  0.425

Forces on the atoms, in the same order (eV/Å):
O 1.2 -0.3 -0.4
C -2.4 -1.4 0.3
C 0.9 1.0 0.8
N 1.3 -1.2 -1.2
C -0.4 -0.7 -3.1
O 0.5 0.1 1.4
C 0.0 0.4 -0.1
C 0.7 0.6 -0.5
C -0.5 0.0 5.3
O -0.7 0.1 -2.5
C 0.3 -0.5 2.6
C 0.1 -0.7 -3.3
C -0.2 0.4 2.5
C 0.2 -0.8 -0.5
C -1.1 0.7 0.2
O 0.3 0.4 0.0
C -1.2 -0.2 1.4
C -0.1 -1.7 0.9
O -0.5 1.6 -0.6
C 0.4 1.6 -1.5
C 0.3 0.5 0.2
C -0.2 -0.7 -0.1
C 0.6 0.0 -0.4
Cl -0.8 -0.3 0.5
C 0.8 -1.3 1.2
N -2.2 3.0 -1.6
O 1.3 -1.1 -0.2
O -0.1 -0.8 1.1
C 0.5 -0.4 0.5
H 0.1 0.8 -0.4
H -0.9 0.1 -1.0
H -0.1 -0.2 0.1
H 0.0 -0.4 0.1
H 0.2 0.3 -0.9
H -0.1 0.3 0.3
H 0.2 0.1 0.1
H 0.0 0.4 -0.1
H 1.2 -0.3 0.2
H 0.1 0.3 -0.5
H 0.7 0.2 -0.9
H 0.0 0.1 -0.2
H 0.0 -0.1 0.1
H -0.3 0.1 0.2
H 0.0 0.1 0.0


Entry 6:
Formula: C32H27AsCrF12NO3PS
Source: OMol25
Level of theory: ωB97M-V/def2-TZVPD

The orbital gap (spin up / spin down) comes out at 7.920 / 8.099 eV. The value obtained for the LUMO energy (spin up / spin down) is 0.08 / -0.15 eV. For the energy above the lowest of the compared OMol25 structures with the same formula, charge and spin, the calculation gives 72.06 kJ/mol. As for the expectation value of S²: 6.018. Its total charge is 0. As for the spin multiplicity: 5.

Last column: Mulliken charge in e.
Element x y z (Å)
Cr1 -1.244 -0.804 -0.869  -0.150
F1 -4.716 -3.812 1.787  -0.237
C1 -3.570 -3.832 2.499  0.266
F2 -3.937 -4.106 3.763  -0.325
F3 -2.865 -4.891 2.082  -0.229
C2 -2.821 -2.536 2.394  -0.123
C3 -2.599 -1.756 3.520  -0.252
C4 -1.938 -0.539 3.366  -1.162
C5 -1.474 -0.176 2.118  -0.749
N1 -1.623 -0.943 1.029  1.319
C6 -2.353 -2.094 1.145  0.363
S1 -2.623 -2.854 -0.353  -0.619
H1 -2.930 -2.093 4.489  0.552
H2 -1.775 0.102 4.217  0.475
H3 -0.938 0.753 1.964  0.633
C7 -0.555 -0.378 -5.048  -1.425
C8 -0.329 -0.344 -3.548  0.670
O1 0.750 0.111 -3.109  -0.581
O2 -1.237 -0.805 -2.813  -0.190
H4 0.094 0.335 -5.547  0.352
H5 -1.597 -0.168 -5.269  0.350
H6 -0.316 -1.379 -5.401  0.318
C9 -4.745 0.777 1.545  -0.920
As1 -4.521 0.780 -0.398  0.501
C10 -5.587 -0.662 -1.166  -0.953
C11 -5.227 2.497 -1.026  -1.114
O3 -2.953 0.786 -0.860  -0.452
H7 -5.761 1.073 1.800  0.509
H8 -4.040 1.491 1.972  0.318
H9 -4.545 -0.212 1.958  0.121
H10 -6.630 -0.571 -0.861  0.410
H11 -5.190 -1.623 -0.831  0.219
H12 -5.510 -0.609 -2.255  0.341
H13 -6.287 2.628 -0.813  0.398
H14 -5.050 2.556 -2.103  0.335
H15 -4.651 3.286 -0.536  0.347
F4 7.455 -2.726 -1.871  -0.271
C12 7.043 -1.492 -2.207  0.912
F5 7.804 -0.638 -1.487  -0.261
F6 7.385 -1.309 -3.490  -0.274
C13 5.577 -1.284 -1.945  0.231
C14 4.784 -0.570 -2.835  -1.179
C15 3.456 -0.328 -2.536  -0.336
C16 2.890 -0.784 -1.345  0.146
C17 3.687 -1.547 -0.489  -0.002
C18 5.017 -1.790 -0.779  -1.395
P1 1.173 -0.270 -0.875  1.732
C19 1.386 -0.603 0.938  0.839
C20 1.075 -1.918 1.299  -0.357
C21 1.033 -2.311 2.620  -0.966
C22 1.276 -1.362 3.609  0.194
C23 1.603 -0.056 3.270  -1.043
C24 1.665 0.319 1.938  -0.904
C25 1.187 -1.737 5.059  0.838
F7 0.631 -0.763 5.805  -0.275
F8 2.396 -1.971 5.603  -0.285
F9 0.454 -2.837 5.278  -0.270
C26 1.343 1.561 -0.926  0.203
C27 2.558 2.234 -0.840  -0.020
C28 2.617 3.610 -0.989  -0.972
C29 1.450 4.320 -1.244  0.184
C30 0.224 3.666 -1.288  -0.953
C31 0.175 2.296 -1.116  -0.729
C32 1.502 5.799 -1.507  0.828
F10 2.457 6.423 -0.800  -0.275
F11 1.748 6.078 -2.803  -0.260
F12 0.344 6.414 -1.211  -0.279
H16 5.212 -0.197 -3.754  0.460
H17 2.846 0.233 -3.224  0.475
H18 3.301 -1.947 0.435  0.417
H19 5.624 -2.368 -0.096  0.447
H20 0.859 -2.636 0.510  0.467
H21 0.789 -3.328 2.885  0.472
H22 1.790 0.666 4.050  0.454
H23 1.908 1.340 1.684  0.418
H24 3.468 1.680 -0.664  0.612
H25 3.559 4.133 -0.901  0.448
H26 -0.680 4.229 -1.465  0.493
H27 -0.781 1.782 -1.141  0.720

Forces on the atoms, in the same order (eV/Å):
Cr -0.8 0.2 -1.8
F 0.0 0.1 -0.1
C -0.3 -0.3 -0.1
F 0.1 0.2 0.3
F 0.2 0.1 -0.1
C 0.1 0.3 0.6
C 0.1 -0.1 -0.7
C -0.1 0.0 0.0
C 0.0 -0.1 -0.2
N -0.9 -0.2 2.9
C 0.2 0.2 -0.3
S 0.1 -0.3 -0.6
H -0.1 0.0 0.1
H 0.1 0.1 0.1
H 0.0 0.0 0.0
C 0.0 0.1 0.3
C 0.8 0.3 -0.5
O 0.0 0.1 -0.7
O -0.8 -0.4 -0.1
H 0.0 0.0 0.0
H -0.1 -0.1 0.0
H 0.0 -0.1 0.0
C 0.1 -0.1 -0.4
As -1.3 0.4 0.2
C 0.2 0.2 0.1
C 0.1 -0.4 0.1
O 1.5 -0.5 -0.2
H -0.1 0.0 0.0
H 0.0 0.0 -0.1
H 0.0 0.0 -0.1
H 0.0 0.1 0.0
H 0.1 0.2 0.0
H 0.0 0.1 0.1
H 0.0 -0.1 0.0
H 0.0 -0.1 0.2
H 0.0 -0.1 0.0
F -0.1 -0.2 0.1
C 0.3 0.0 0.0
F -0.1 0.1 0.1
F -0.2 0.1 -0.2
C -0.1 -0.1 0.0
C 0.3 -0.1 0.1
C -0.1 0.0 0.0
C -0.1 -0.3 -0.3
C 0.0 0.0 0.0
C 0.2 0.1 -0.3
P 0.7 0.5 1.0
C -0.1 -0.1 0.0
C 0.2 0.1 -0.1
C 0.1 0.1 0.2
C 0.0 0.0 0.0
C 0.0 -0.2 0.2
C 0.1 -0.1 -0.1
C 0.1 0.0 0.3
F -0.1 0.3 -0.1
F 0.2 0.0 -0.1
F -0.1 -0.2 -0.2
C -0.1 0.0 0.0
C -0.1 -0.1 0.0
C -0.2 0.2 0.0
C -0.1 0.0 0.1
C 0.1 0.1 0.0
C 0.1 -0.2 0.1
C 0.0 0.3 -0.1
F 0.2 -0.1 0.1
F 0.0 -0.2 -0.1
F -0.2 -0.1 0.1
H 0.0 0.0 0.0
H 0.0 0.0 0.0
H 0.0 0.0 0.0
H 0.0 0.0 0.0
H -0.1 0.0 0.1
H -0.1 -0.1 0.0
H 0.0 0.1 0.1
H 0.0 0.1 0.0
H 0.1 0.0 0.0
H 0.1 0.0 -0.1
H 0.0 0.0 0.0
H -0.1 0.1 -0.1


So what do the calculations give for total energy? Going down the list: -1048.82637; -508.60481; -1679.06908; -590.40191; -1829.31303; -6734.44590 hartree.